Record 1
Entry from OMol25: a cluster of 2 separate species, C11H23N5O6 in total at a distorted geometry (the ωB97M-V functional and the def2-TZVPD basis).

Each line ends with the Löwdin charge.
Geometry (Å):
C: -3.115 3.080 -1.936  -0.28
C: -3.144 3.685 -3.376  -0.52
C: -1.688 2.749 -1.472  -0.13
C: -1.664 1.985 -0.106  -0.08
C: -0.200 1.707 0.185  -0.49
C: 1.719 -1.461 2.987  -0.26
C: 1.975 -0.443 4.155  -0.39
C: 1.827 -0.737 1.667  -0.20
C: 1.041 -1.366 0.565  -0.21
C: 1.663 -2.707 0.317  -0.24
C: 1.629 -4.301 -1.493  -0.51
H: -4.520 2.012 -0.887  0.11
H: -3.672 1.089 -1.983  0.09
H: -3.498 3.931 -1.277  0.18
H: -1.228 2.065 -2.195  0.13
H: -1.115 3.658 -1.493  0.12
H: -2.064 2.574 0.756  0.14
H: -2.243 1.106 -0.159  0.09
H: 1.294 0.984 -0.620  0.10
H: -4.729 2.733 -3.533  0.12
H: 0.048 -1.479 3.975  0.01
H: 0.130 -3.136 3.503  0.12
H: 2.626 -2.278 2.636  0.20
H: 2.852 -0.612 1.373  0.12
H: 1.425 0.209 1.911  0.08
H: 1.206 -0.884 -0.269  0.04
H: -0.014 -1.459 0.779  0.13
H: 2.738 -2.527 0.077  0.13
H: 1.653 -3.324 1.213  0.11
H: -0.016 -3.504 -0.564  0.14
H: 1.410 -6.012 -2.417  0.07
H: 3.432 -4.963 -1.986  0.03
H: 3.244 -3.501 -2.378  0.03
H: 3.419 0.742 4.723  0.17
N: -4.132 1.992 -1.861  0.03
N: 0.391 -2.117 3.328  0.05
N: 0.958 -3.278 -0.787  0.02
N: 0.939 -5.341 -1.732  0.09
N: 3.038 -4.148 -1.743  0.15
O: -2.293 4.410 -3.852  0.09
O: 0.430 2.233 1.074  0.11
O: 0.374 0.893 -0.759  0.08
O: -4.252 3.461 -4.051  0.10
O: 1.086 0.191 4.766  0.07
O: 3.280 0.023 4.000  0.05

The energy above the lowest of the compared OMol25 structures with the same formula, charge and spin comes out at 387.1 kJ/mol. For the orbital gap, the calculation gives 9.359 eV. As for the total energy: -31513.8901 eV. As for the structure (SMILES): [H]/N=C(\N)NCCC[C@H](N)C(=O)O.N[C@@H](CCC(=O)O)C(=O)O.

---

Record 2
Entry from OMol25: the ion C6H11N4 with charge +1 at a distorted geometry (the ωB97M-V functional and the def2-TZVPD basis).

Each line ends with the Löwdin charge.
Geometry (Å):
C: -3.276 0.918 -0.045  -0.11
C: -1.221 0.553 -0.664  -0.25
C: -0.084 0.985 0.339  -0.14
C: 1.156 0.171 0.292  -0.16
C: -1.277 -1.893 -0.267  0.19
C: 2.255 0.580 -0.371  -0.21
N: -2.285 1.486 -0.583  0.12
N: -3.052 -0.427 0.205  0.12
N: -1.821 -0.732 -0.245  -0.06
N: 3.431 -0.072 -0.452  0.08
H: -4.212 1.387 0.186  0.14
H: -0.805 0.488 -1.670  0.17
H: -0.524 0.970 1.339  0.12
H: 0.123 2.021 0.074  0.12
H: 1.184 -0.739 0.872  0.09
H: -0.286 -1.989 -0.674  0.11
H: -1.776 -2.758 0.136  0.12
H: 2.213 1.510 -0.925  0.13
H: -3.646 -1.095 0.678  0.18
H: 3.592 -0.871 0.137  0.11
H: 4.238 0.412 -0.806  0.10

The energy above the lowest of the compared OMol25 structures with the same formula, charge and spin comes out at 220.3 kJ/mol. Its net charge is +1. For the orbital gap, the calculation gives 7.000 eV. As for the total energy: -12352.1821 eV. As for the structure (SMILES): C=[N+]1NC=N[C@H]1C/C=C/N.

---

Record 3
Entry from OMol25: a cluster of 6 separate species, C12H15Cl6F3O9 in total at a distorted geometry (the ωB97M-V functional and the def2-TZVPD basis).

Each line ends with the Löwdin charge.
Geometry (Å):
C: -4.772 -0.533 0.951  -0.04
C: -3.317 -0.873 1.298  -0.30
O: -3.055 -1.908 0.309  0.08
C: -4.246 -2.515 -0.044  -0.43
O: -4.261 -3.662 -0.574  0.17
O: -5.247 -1.785 0.456  0.11
F: -3.245 -1.302 2.533  0.13
H: -4.790 0.216 0.160  0.09
H: -5.279 -0.215 1.863  0.16
H: -2.535 -0.116 1.243  0.17
C: 3.123 -2.531 3.546  -0.06
C: 2.467 -3.605 2.743  -0.27
O: 2.993 -3.300 1.477  0.11
C: 3.590 -2.062 1.409  -0.58
O: 4.111 -1.517 0.450  0.14
O: 3.661 -1.607 2.620  0.08
F: 1.126 -3.286 2.733  0.03
H: 3.873 -2.853 4.268  0.15
H: 2.430 -2.001 4.199  0.14
H: 2.581 -4.634 3.086  0.18
C: 2.812 2.812 -2.122  -0.11
C: 1.848 4.049 -2.012  -0.32
O: 2.636 5.051 -2.595  0.15
C: 3.928 4.776 -2.513  -0.51
O: 4.789 5.617 -2.680  0.17
O: 4.036 3.451 -2.189  0.07
F: 1.581 4.275 -0.716  0.07
H: 2.550 2.254 -3.021  0.13
H: 2.784 2.185 -1.231  0.11
H: 0.924 3.824 -2.544  0.15
C: 0.813 -0.143 0.093  -0.96
Cl: 0.081 1.179 -0.799  0.57
Cl: 1.384 0.500 1.731  0.55
H: 0.101 -0.968 0.116  -0.01
H: 1.659 -0.545 -0.465  0.02
C: -3.068 3.487 -0.221  -0.99
Cl: -2.890 3.807 -1.981  0.48
Cl: -4.710 2.935 0.134  0.54
H: -2.301 2.765 0.061  -0.01
H: -2.915 4.418 0.324  0.03
C: -1.203 -3.054 -2.385  -0.89
Cl: 0.315 -3.472 -1.499  0.77
Cl: -1.222 -3.718 -3.990  0.79
H: -2.017 -3.426 -1.763  0.05
H: -1.120 -1.970 -2.463  0.07

The spin multiplicity is 2. Its net charge is +1. For the orbital gap (spin up / spin down), the calculation gives 9.174 / 1.878 eV. As for the total energy: -114390.1546 eV.

---

Record 4
Entry from OMol25: an isolated molecule of C23H25IN6O8 at a distorted geometry (the ωB97M-V functional and the def2-TZVPD basis).

Each line ends with the Löwdin charge.
Geometry (Å):
N: 0.090 -2.483 -4.467  0.19
C: 1.137 -2.194 -3.684  -0.49
O: 2.239 -2.683 -3.811  0.06
C: 0.786 -1.136 -2.613  -0.20
N: -0.250 -1.623 -1.716  0.14
C: -1.555 -1.436 -1.974  -0.43
O: -1.989 -1.191 -3.085  0.06
C: -2.466 -1.697 -0.765  -0.17
N: -1.903 -1.091 0.428  0.13
C: -1.281 0.097 0.429  -0.43
O: -1.085 0.776 -0.563  0.10
C: -0.759 0.558 1.796  -0.18
N: 0.690 0.573 1.769  0.13
C: 1.421 -0.529 1.507  -0.42
O: 0.890 -1.595 1.228  0.05
C: 2.886 -0.321 1.736  -0.04
C: 3.163 0.294 2.948  0.05
C: 4.461 0.537 3.367  -0.16
C: 5.527 0.175 2.544  -0.08
C: 5.267 -0.427 1.346  -0.57
C: 3.952 -0.726 0.880  -0.23
N: 3.830 -1.330 -0.308  0.03
H: 4.702 -1.446 -0.811  0.02
C: 2.675 -1.797 -1.030  -0.16
H: 3.017 -2.551 -1.739  0.12
C: 2.002 -0.665 -1.819  -0.09
H: 1.685 0.132 -1.141  0.11
H: 2.726 -0.250 -2.521  0.13
H: 1.980 -2.263 -0.331  0.10
I: 6.963 -0.935 0.165  0.95
H: 6.534 0.376 2.875  0.10
N: 4.704 1.156 4.628  -0.37
O: 5.859 1.339 4.957  0.08
O: 3.736 1.466 5.299  0.07
H: 2.359 0.575 3.611  0.13
H: 1.116 1.488 1.816  0.15
H: -1.103 -0.114 2.592  0.16
C: -1.242 1.999 2.045  -0.20
O: -0.642 2.890 1.155  -0.04
H: -0.814 2.564 0.253  0.08
H: -0.953 2.319 3.050  0.13
H: -2.338 2.020 1.962  0.11
H: -1.994 -1.595 1.295  0.15
H: -2.467 -2.783 -0.612  0.17
C: -3.913 -1.227 -1.025  -0.08
C: -4.066 0.255 -0.825  -0.24
C: -4.459 0.761 0.405  -0.05
C: -4.567 2.126 0.612  -0.04
C: -4.270 3.009 -0.418  -0.32
C: -3.874 2.507 -1.655  0.00
C: -3.779 1.147 -1.853  -0.02
H: -3.463 0.763 -2.810  0.11
H: -3.647 3.204 -2.445  0.12
O: -4.355 4.357 -0.267  0.06
H: -4.624 4.575 0.634  0.11
H: -4.890 2.507 1.573  0.11
H: -4.694 0.086 1.217  0.12
H: -4.583 -1.762 -0.350  0.12
H: -4.159 -1.492 -2.054  0.12
H: 0.035 -1.815 -0.765  0.11
H: 0.361 -0.278 -3.154  0.16
H: 0.197 -3.162 -5.203  0.12
H: -0.806 -2.034 -4.310  0.07

For the orbital gap, the calculation gives 8.174 eV. As for the total energy: -57678.3086 eV. As for the structure (SMILES): NC(=O)[C@@H]1CCNc2c(I)cc([N+](=O)[O-])cc2C(=O)N[C@@H](CO)C(=O)N[C@@H](Cc2ccc(O)cc2)C(=O)N1.

---

Record 5
Entry from OMol25: a structure of composition IZn2 at a distorted geometry (the ωB97M-V functional and the def2-TZVPD basis).

Each line ends with the Löwdin charge.
Geometry (Å):
Zn: -2.433 -0.631 -0.464  1.31
Zn: 2.220 0.072 0.917  1.05
I: 0.213 0.559 -0.452  0.64

The energy above the lowest of the compared OMol25 structures with the same formula, charge and spin comes out at 20.8 kJ/mol. Its net charge is +3. For the orbital gap, the calculation gives 6.755 eV. As for the total energy: -104897.6011 eV.

---

Record 6
Entry from OMol25: a cluster of 2 separate species, C3H10NO in total at a distorted geometry (the ωB97M-V functional and the def2-TZVPD basis).

Each line ends with the Löwdin charge.
Geometry (Å):
C: -1.274 1.261 1.600  0.08
O: 0.101 0.989 1.366  0.20
H: -1.978 0.510 1.185  0.16
H: -1.477 2.317 1.234  0.23
H: -1.495 1.236 2.665  0.14
H: 0.492 1.107 2.276  0.22
C: 1.483 -0.440 -1.609  0.03
C: -0.684 -1.348 -1.013  0.19
N: 0.388 -0.761 -0.638  -0.01
H: 2.180 -1.271 -1.462  0.12
H: 1.226 -0.372 -2.665  0.12
H: 2.063 0.361 -1.160  0.11
H: -0.652 -1.474 -2.103  0.14
H: -1.587 -1.542 -0.439  0.13
H: 0.313 -0.075 0.202  0.12

The energy above the lowest of the compared OMol25 structures with the same formula, charge and spin comes out at 489.4 kJ/mol. The spin multiplicity is 2. Its net charge is +2. For the orbital gap (spin up / spin down), the calculation gives 12.067 / 5.309 eV. As for the total energy: -6786.9165 eV.

---

Record 7
Entry from OMol25: a cluster of 2 separate species, C16H17N in total at a distorted geometry (the ωB97M-V functional and the def2-TZVPD basis).

Each line ends with the Löwdin charge.
Geometry (Å):
C: -2.254 -2.140 -2.284  -0.04
C: -0.486 1.088 -2.485  -0.10
C: -0.951 1.669 -1.307  -0.06
C: -0.938 -0.150 -2.784  -0.09
C: -1.708 -0.800 -1.865  -0.29
C: -1.593 0.903 -0.244  -0.09
C: -1.942 -0.362 -0.541  -0.08
H: 0.190 1.409 -3.148  0.07
H: -0.555 2.662 -1.297  0.09
H: -0.492 -0.564 -3.703  0.14
H: -1.739 1.552 0.736  0.15
H: -1.523 -2.551 -2.921  0.05
H: -3.204 -1.926 -2.907  0.13
H: -2.407 -0.916 0.282  0.12
H: -2.309 -2.855 -1.480  0.07
C: 1.932 -1.548 -0.668  0.02
C: 1.342 1.152 1.811  -0.19
C: 1.044 -0.108 1.328  -0.18
C: 1.906 -0.374 0.262  -0.10
C: 2.790 0.750 0.191  0.10
C: -0.245 1.056 3.533  0.00
C: 0.590 1.788 2.773  -0.03
C: -0.556 -0.311 3.072  -0.03
C: 0.072 -0.802 1.980  -0.04
N: 2.498 1.701 1.200  0.17
H: -0.753 1.683 4.322  0.15
H: 0.882 2.905 3.046  0.17
H: -0.999 -1.003 3.717  0.10
H: -0.357 -1.852 1.634  0.18
H: 3.033 2.501 1.429  0.15
H: 3.284 1.102 -0.747  0.17
H: 1.879 -2.619 -0.390  0.11
H: 2.684 -1.483 -1.370  0.06
H: 0.883 -1.558 -1.176  0.13

The energy above the lowest of the compared OMol25 structures with the same formula, charge and spin comes out at 306.4 kJ/mol. The spin multiplicity is 2. Its net charge is +1. For the orbital gap (spin up / spin down), the calculation gives 7.870 / 4.691 eV. As for the total energy: -18347.6073 eV.

---

> Number 3 is which compound?

C12H15Cl6F3O9